Record 1
Formula: C5H8F2S
Source: the Open Molecules 2025 dataset
Level of theory: ωB97M-V/def2-TZVPD

Last column: natural (NBO) charge in e.
Cartesian coordinates (Å):
C -1.25 -0.17 1.29  -0.6126
C -0.97 -0.93 0.00  -0.4045
C 0.51 -1.05 -0.30  0.3062
C 1.44 -0.14 -0.46  0.3277
C 1.35 1.31 -0.39  -0.6799
H -1.08 0.90 1.26  0.2131
H -0.66 -0.64 2.11  0.2199
H -2.30 -0.31 1.57  0.2238
H -1.27 -2.00 0.05  0.2623
H -1.40 1.04 -1.41  0.1212
H 1.96 1.73 0.41  0.2341
H 1.71 1.78 -1.30  0.2360
H 0.32 1.72 -0.25  0.2235
F 0.87 -2.37 -0.44  -0.3331
F 2.71 -0.58 -0.74  -0.3267
S -1.95 -0.30 -1.39  -0.0109

The HOMO-LUMO gap is 0.3619 Ha. Its spin multiplicity is 1. Its SMILES is C/C(F)=C(/F)[C@@H](C)S.

Record 2
Formula: C5H8F3KO5S2
Source: the Open Molecules 2025 dataset
Level of theory: ωB97M-V/def2-TZVPD

Last column: natural (NBO) charge in e.
Cartesian coordinates (Å):
K -23.12 9.28 -19.41  0.9993
C -25.00 13.54 -26.39  0.7265
F -25.35 12.43 -27.03  -0.3221
F -24.79 14.69 -27.08  -0.3298
F -25.98 13.81 -25.57  -0.3236
S -23.33 13.24 -25.47  2.2817
O -23.50 12.02 -24.68  -1.0392
O -22.34 13.11 -26.52  -0.9902
O -23.15 14.40 -24.56  -1.0027
C -18.75 5.28 -26.12  -0.4131
C -19.32 6.68 -26.01  -0.4099
C -18.35 7.41 -25.12  -0.6349
S -17.94 6.27 -23.73  2.0821
O -18.97 6.46 -22.68  -0.9507
O -16.51 6.38 -23.46  -0.9175
C -18.38 4.78 -24.74  -0.6306
H -17.84 5.38 -26.72  0.2106
H -19.47 4.66 -26.66  0.2323
H -20.26 6.62 -25.45  0.2118
H -19.33 7.26 -26.92  0.2419
H -18.56 8.36 -24.64  0.2559
H -17.45 7.57 -25.71  0.2309
H -19.28 4.41 -24.23  0.2387
H -17.54 4.10 -24.63  0.2524

The HOMO-LUMO gap is 0.1695 Ha. Its spin multiplicity is 1.

Record 3
Formula: C5H8F3N2O
Source: the Open Molecules 2025 dataset
Level of theory: ωB97M-V/def2-TZVPD

Last column: natural (NBO) charge in e.
Cartesian coordinates (Å):
C -0.25 0.27 0.09  0.9073
C 0.55 0.26 -1.95  -0.1942
C 1.30 1.22 -1.06  -0.2514
C -0.65 -1.89 -0.93  -0.3929
C -0.88 0.09 2.75  1.1171
N -0.25 -0.48 -0.92  -0.3722
N 0.57 1.31 0.21  -0.6100
O -1.09 -0.82 1.86  -0.4668
F -1.67 -0.13 3.87  -0.2977
F -1.22 1.39 2.42  -0.3527
F 0.42 0.21 3.09  -0.3362
H -0.25 0.73 -2.64  0.2424
H 1.02 -0.49 -2.45  0.2450
H 2.34 0.83 -0.95  0.2427
H 1.43 2.27 -1.64  0.2715
H 0.05 -2.44 -0.43  0.2347
H -1.55 -1.98 -0.48  0.2520
H -0.57 -2.29 -1.94  0.2407
H 0.72 1.94 1.07  0.5207

The charge is +1. The HOMO-LUMO gap (spin up / spin down) is 0.2841 / 0.2817 Ha. Its spin multiplicity is 1.

Record 4
Formula: C5H8F3NO2
Source: the Open Molecules 2025 dataset
Level of theory: ωB97M-V/def2-TZVPD

Last column: natural (NBO) charge in e.
Cartesian coordinates (Å):
C 0.17 -1.66 0.88  -0.2625
C -1.05 -0.85 1.45  -0.0907
C 0.19 0.38 -0.23  0.3080
C 0.00 -0.01 -1.71  -0.0887
C 0.75 1.88 -0.02  0.9578
N 1.14 -0.52 0.42  -0.6355
O -1.09 0.23 0.50  -0.5634
O -1.19 0.46 -2.26  -0.7095
F -0.15 2.84 -0.29  -0.3111
F 1.19 2.19 1.23  -0.3319
F 1.80 2.04 -0.84  -0.3224
H 0.61 -2.45 1.56  0.2217
H -0.06 -2.22 -0.01  0.2012
H -2.08 -1.39 1.42  0.2028
H -0.86 -0.45 2.47  0.1803
H 0.19 -1.07 -1.83  0.1711
H 0.80 0.45 -2.24  0.2014
H 1.63 -0.09 1.21  0.3848
H -1.98 0.23 -1.70  0.4867

The HOMO-LUMO gap is 0.4024 Ha. Its spin multiplicity is 1. Its SMILES is OC[C@]1(C(F)(F)F)NCCO1.

What energy relative to the best compared isomer or geometry (same formula, charge and spin) values result from the calculations? In sequence: 1.19; 62.19; 103.00; 11.15 kcal per mole.